Record 1
{
  "formula": "C3H5O4Pm",
  "method": "ωB97M-V/def2-TZVPD",
  "elements": ["O", "C", "C", "O", "O", "C", "H", "H", "H", "H", "O", "H", "Pm"],
  "xyz": [[4.11127, -1.07018, 0.85579], [3.45002, -0.73377, -0.10147], [1.73226, -0.29438, 2.37145], [3.49943, -1.04872, -1.32067], [2.31212, 0.10919, 0.06993], [1.76697, 0.46626, 1.28159], [1.45046, 0.16831, 3.31648], [1.98915, -1.35250, 2.35995], [1.38825, 1.48910, 1.25204], [-0.12577, -1.91088, -1.37785], [0.00017, -1.39745, -2.19588], [-0.80072, -1.47758, -2.72329], [1.88501, 0.10433, -2.64538]],
  "mulliken_spin": [0.00, -0.01, 0.00, -0.01, 0.00, 0.00, 0.00, 0.00, 0.00, 0.00, 0.00, 0.00, 5.02],
  "homo_lumo_gap_ev": [6.64, 7.41],
  "multiplicity": 6,
  "homo_ha": [-0.4276, -0.4562],
  "max_force_ha_per_bohr": 0.060,
  "charge": 1,
  "e_above_lowest_kj_mol": 57.89
}

Record 2
{
  "formula": "C3H5O4S",
  "method": "ωB97M-V/def2-TZVPD",
  "elements": ["C", "C", "C", "O", "O", "O", "O", "S", "H", "H", "H", "H", "H"],
  "xyz": [[1.69470, 0.32949, -1.32648], [0.61823, -0.14907, -1.49716], [-0.61493, -0.72466, -2.05620], [-1.04150, 1.81311, 1.65180], [-1.12734, -0.18238, 3.03695], [1.03452, 0.63515, 2.12859], [-0.71932, -0.47897, 0.68340], [-0.59182, 0.43042, 1.81645], [1.00142, -0.08491, 2.81327], [2.47537, 0.84275, -0.77415], [-1.39823, 0.01120, -2.06487], [-0.45603, -1.05795, -3.17491], [-0.87508, -1.38418, -1.23670]],
  "lowdin_charge": [0.05, -0.25, -0.13, -0.37, -0.39, -0.24, -0.37, 0.39, 0.06, 0.03, 0.06, 0.11, 0.05],
  "homo_lumo_gap_ev": 9.04,
  "homo_ha": -0.1905,
  "max_force_ha_per_bohr": 0.051,
  "charge": -1,
  "e_above_lowest_kj_mol": 265.42
}

Record 3
{
  "formula": "C3H5O4Tb",
  "method": "ωB97M-V/def2-TZVPD",
  "elements": ["C", "C", "O", "Tb", "H", "H", "H", "H", "H", "O", "C", "O", "O"],
  "xyz": [[1.55453, -1.41605, 0.38978], [1.49378, 0.06473, 0.11740], [1.07999, 0.34124, -1.14266], [-1.00821, 0.68991, -2.10066], [2.24592, -1.61755, 1.21850], [0.53481, -1.77729, 0.60056], [1.80148, -1.99181, -0.52010], [2.41207, 0.63212, 0.37526], [0.02402, 0.71421, 0.92694], [-1.24949, 1.11939, 0.17392], [-2.60621, 1.04655, 0.07114], [-2.95747, 1.14028, -1.17034], [-3.32521, 1.05425, 1.06026]],
  "mulliken_spin": [0.00, -0.37, -0.19, 8.00, 0.01, -0.03, -0.01, -0.04, -0.26, -0.03, -0.10, 0.06, -0.02],
  "homo_lumo_gap_ev": [7.30, 7.15],
  "multiplicity": 8,
  "homo_ha": [-0.5055, -0.4925],
  "max_force_ha_per_bohr": 0.113,
  "charge": 1,
  "e_above_lowest_kj_mol": 311.38
}

Record 4
{
  "formula": "C3H5O5Sn",
  "method": "ωB97M-V/def2-TZVPD",
  "elements": ["O", "C", "C", "O", "H", "H", "H", "H", "H", "Sn", "O", "C", "O", "O"],
  "xyz": [[-1.21488, 2.01274, 0.10123], [-0.03832, 1.67859, 0.58519], [1.22030, 1.48177, -0.45239], [2.01227, 0.45853, -0.03904], [-0.73170, -2.87553, -1.54413], [0.01529, 1.04483, 1.48187], [-0.47002, 2.99929, 0.31561], [1.74495, 2.45551, -0.45951], [0.75826, 1.33304, -1.44649], [1.09433, -1.04386, 0.38449], [-0.42003, -1.78045, 1.15007], [-1.20254, -2.37200, 0.32640], [-1.95481, -3.29977, 0.55679], [-0.81309, -2.09267, -0.96008]],
  "mulliken_spin": [0.31, 0.76, -0.08, 0.01, 0.00, 0.07, -0.14, 0.02, 0.02, 0.04, 0.00, 0.00, 0.00, 0.00],
  "homo_lumo_gap_ev": [7.77, 7.57],
  "multiplicity": 2,
  "homo_ha": [-0.2979, -0.3004],
  "max_force_ha_per_bohr": 0.151
}

Record 5
{
  "formula": "C3H5O7S",
  "method": "ωB97M-V/def2-TZVPD",
  "elements": ["O", "S", "O", "O", "C", "O", "O", "C", "O", "C", "O", "H", "H", "H", "H", "H"],
  "xyz": [[1.99102, 1.49590, 0.62993], [2.18380, 0.05303, 0.19561], [2.32734, -0.77960, 1.38818], [3.12038, -0.15544, -0.89667], [0.59637, -0.43960, -0.55952], [0.46280, -2.00206, -0.59017], [0.06193, 0.30861, -1.53371], [-0.52562, 0.47912, -0.29243], [-0.53224, 1.63963, 0.37007], [-1.78758, -0.31711, 0.04300], [-2.99389, 0.46605, -0.15197], [1.10622, -2.10097, 0.04786], [0.47070, 1.94725, 0.54459], [-1.87525, -0.70415, 1.07399], [-1.74407, -1.25934, -0.40342], [-2.86192, 1.36868, 0.13465]],
  "lowdin_charge": [-0.36, 0.55, -0.34, -0.33, -0.40, 0.01, 0.16, -0.52, 0.03, -0.12, -0.07, -0.01, 0.11, 0.13, 0.09, 0.06],
  "homo_lumo_gap_ev": 9.45,
  "homo_ha": -0.2193,
  "max_force_ha_per_bohr": 0.106,
  "smiles": "O=S(=O)([O-])[C@]1(O)O[C@@]1(O)CO",
  "charge": -1,
  "e_above_lowest_kj_mol": 123.65
}

Record 6
{
  "formula": "C3H5P",
  "method": "ωB97M-V/def2-TZVPD",
  "elements": ["P", "C", "C", "C", "H", "H", "H", "H", "H"],
  "xyz": [[-0.10755, -0.48314, -0.88098], [0.53868, -0.10144, 0.93424], [1.10557, 1.22189, 1.28145], [-0.03657, 0.86904, 1.90138], [0.93684, -0.79914, -1.70490], [-0.84741, -0.31351, -2.16077], [-0.52199, -1.67642, -0.89314], [1.76664, 1.93851, 1.18859], [-0.73498, 1.09169, 2.59418]],
  "lowdin_charge": [0.74, -0.33, -0.07, -0.06, -0.10, -0.11, -0.16, 0.04, 0.05],
  "homo_lumo_gap_ev": 8.02,
  "homo_ha": -0.2618,
  "max_force_ha_per_bohr": 0.146,
  "smiles": "[PH3]=c1cc1",
  "e_above_lowest_kj_mol": 438.50
}

Record 7
{
  "formula": "C3H5P",
  "method": "ωB97M-V/def2-TZVPD",
  "elements": ["C", "C", "C", "P", "H", "H", "H", "H", "H"],
  "xyz": [[0.06686, -1.00565, -0.09935], [-0.45285, -2.09186, 0.03188], [0.40309, 0.37740, -0.31873], [-3.31149, 0.47823, 0.01936], [-0.85780, -3.06251, 0.04728], [-2.22947, 1.36599, -0.24751], [1.07980, 0.65584, 0.56733], [-0.37289, 1.12915, -0.30882], [1.13190, 0.50836, -1.19738]],
  "lowdin_charge": [-0.24, 0.08, -0.16, 0.45, 0.01, -0.35, 0.10, 0.00, 0.10],
  "homo_lumo_gap_ev": [7.43, 7.31],
  "homo_ha": [-0.3221, -0.3190],
  "max_force_ha_per_bohr": 0.080,
  "e_above_lowest_kj_mol": 299.73
}

Record 8
{
  "formula": "C3H5P",
  "method": "ωB97M-V/def2-TZVPD",
  "elements": ["C", "P", "C", "C", "H", "H", "H", "H", "H"],
  "xyz": [[0.13260, 1.85149, -1.44534], [-0.16978, 0.17273, -1.25072], [0.27279, -0.51440, 0.08739], [0.03699, -1.38882, 1.26891], [0.39511, 2.27228, -2.40373], [-0.69120, 2.44803, -1.06549], [-0.72256, -2.24013, 1.15067], [-0.22112, -0.62720, 2.08406], [0.96718, -1.97398, 1.57424]],
  "lowdin_charge": [-0.33, 0.80, -0.45, -0.22, -0.03, -0.02, 0.08, 0.09, 0.07],
  "homo_lumo_gap_ev": [7.90, 6.96],
  "homo_ha": [-0.3041, -0.2849],
  "max_force_ha_per_bohr": 0.048,
  "smiles": "C=P#CC",
  "e_above_lowest_kj_mol": 307.17
}

Record 9
{
  "formula": "C3H5PS",
  "method": "ωB97M-V/def2-TZVPD",
  "elements": ["P", "C", "C", "S", "C", "H", "H", "H", "H", "H"],
  "xyz": [[-1.86953, 0.53888, 0.14537], [-0.08860, 0.69950, 0.13526], [0.74615, -0.30345, -0.64084], [2.42562, 0.16343, 0.13918], [0.79630, -0.28602, 0.87202], [-1.77210, -0.85947, 0.14089], [-1.94916, 0.42054, -1.25302], [0.22587, 1.76448, 0.03205], [0.65871, -1.19814, -1.21038], [0.82675, -0.93974, 1.63947]],
  "lowdin_charge": [0.82, -0.68, -0.43, 0.77, -0.51, -0.10, -0.10, 0.09, 0.09, 0.05],
  "homo_lumo_gap_ev": 9.50,
  "homo_ha": -0.3158,
  "max_force_ha_per_bohr": 0.104,
  "smiles": "P[C@@H]1[C@H]2S[C@@H]12",
  "e_above_lowest_kj_mol": 242.13
}

Record 10
{
  "formula": "C3H6BIO5SV",
  "method": "ωB97M-V/def2-TZVPD",
  "elements": ["C", "B", "O", "C", "I", "C", "O", "S", "O", "O", "O", "H", "H", "H", "H", "H", "H", "V"],
  "xyz": [[-1.40759, 1.21663, 1.17738], [-0.45357, 0.06210, 1.24389], [-0.25084, -0.77900, 2.46146], [0.35006, -0.40418, -0.09817], [1.64935, -2.44484, 0.56451], [1.38416, 0.56438, -0.72590], [1.37504, 0.26595, -2.10057], [0.03231, -0.32318, -2.67683], [-0.91827, 0.66949, -2.92688], [0.29181, -1.48380, -3.40218], [-0.42354, -0.86279, -1.01314], [-1.55522, 1.68546, 2.15300], [-1.08022, 1.97842, 0.46487], [-2.38462, 0.86384, 0.80203], [0.50331, -0.45537, 3.00425], [1.12464, 1.61230, -0.55128], [2.37777, 0.39510, -0.31665], [-0.61455, -2.56051, 1.94021]],
  "lowdin_charge": [0.10, -0.34, -0.07, -0.49, 1.31, -0.11, -0.11, 0.76, -0.08, -0.08, -0.11, 0.13, 0.12, 0.15, 0.20, 0.18, 0.15, 1.30],
  "homo_lumo_gap_ev": 5.68,
  "homo_ha": -0.8330,
  "max_force_ha_per_bohr": 0.052,
  "charge": 3,
  "e_above_lowest_kj_mol": 0.00
}

Record 11
{
  "formula": "C3H6BiO5",
  "method": "ωB97M-V/def2-TZVPD",
  "elements": ["C", "C", "O", "C", "O", "O", "O", "Bi", "H", "H", "H", "H", "H", "O", "H"],
  "xyz": [[-1.01315, -1.04562, 0.03244], [0.22963, -0.25412, 0.43358], [1.39545, -0.92220, -0.07619], [2.57975, -0.37256, 0.11285], [2.71486, 0.71251, 0.74495], [3.57192, -0.91303, -0.45562], [-2.15370, -0.44876, 0.51194], [4.83768, 0.58701, 0.38829], [-0.88740, -2.08171, 0.41946], [-1.00119, -1.13941, -1.07923], [0.30153, -0.18648, 1.52866], [0.18410, 0.76304, 0.01980], [-3.30459, 0.98114, -0.53914], [-3.94131, 1.73698, -1.09368], [-3.51360, 2.58321, -0.94811]],
  "mulliken_spin": [0.00, 0.00, 0.00, 0.00, 0.00, 0.00, 0.87, 0.00, 0.07, 0.06, 0.00, 0.00, 0.00, 0.01, 0.00],
  "homo_lumo_gap_ev": [6.15, 4.03],
  "multiplicity": 2,
  "homo_ha": [-0.2495, -0.2494],
  "max_force_ha_per_bohr": 0.098,
  "e_above_lowest_kj_mol": 32.65
}

Record 12
{
  "formula": "C3H6Br2N3",
  "method": "ωB97M-V/def2-TZVPD",
  "elements": ["C", "N", "N", "C", "N", "Br", "C", "Br", "H", "H", "H", "H", "H", "H"],
  "xyz": [[-0.90869, 0.00162, 0.37749], [0.24174, -0.43586, -0.45515], [0.32328, 0.57803, -1.52660], [1.37946, 1.25540, -1.29377], [2.13303, 0.78742, -0.28824], [3.86971, 1.24576, 0.19259], [1.52170, -0.45312, 0.27301], [2.64213, -2.15938, -0.08813], [-0.54718, 0.92800, 1.01744], [-1.73178, 0.49485, -0.34599], [-1.18400, -0.70990, 1.15990], [0.06778, -1.36370, -0.89010], [1.72718, 2.06822, -1.81383], [1.35814, -0.58503, 1.30137]],
  "lowdin_charge": [0.00, -0.16, 0.13, -0.19, -0.51, 0.86, -0.58, 0.65, 0.15, 0.16, 0.10, 0.18, 0.13, 0.08],
  "homo_lumo_gap_ev": 9.66,
  "homo_ha": -0.5145,
  "max_force_ha_per_bohr": 0.078,
  "smiles": "C[N@H+]1N=CN(Br)[C@@H]1Br",
  "charge": 1,
  "e_above_lowest_kj_mol": 132.76
}

Record 13
{
  "formula": "C3H6BrClIN",
  "method": "ωB97M-V/def2-TZVPD",
  "elements": ["C", "C", "C", "N", "Cl", "Br", "I", "H", "H", "H", "H", "H", "H"],
  "xyz": [[0.57394, -0.15006, 1.28120], [-0.35412, -0.68528, -0.96117], [-1.04786, 1.27226, 0.23956], [-0.38644, 0.12644, 0.19597], [-1.50120, 2.13029, 1.70743], [-1.93642, 1.76954, -1.29491], [3.18430, -1.18203, -1.52651], [0.12040, -0.45150, 2.14518], [1.20918, -0.97121, 1.04038], [1.25758, 0.69013, 1.16107], [-1.20009, -0.44745, -1.65957], [0.51271, -0.34649, -1.57091], [-0.43197, -1.75462, -0.75773]],
  "lowdin_charge": [-0.02, -0.16, -1.04, -0.23, 0.70, 0.92, -0.54, 0.07, 0.04, 0.12, 0.03, -0.01, 0.12],
  "homo_lumo_gap_ev": 4.42,
  "homo_ha": -0.2480,
  "max_force_ha_per_bohr": 0.062,
  "e_above_lowest_kj_mol": 149.70
}

Record 14
{
  "formula": "C3H6BrFO",
  "method": "ωB97M-V/def2-TZVPD",
  "elements": ["C", "C", "C", "O", "F", "Br", "H", "H", "H", "H", "H", "H"],
  "xyz": [[-0.11350, 0.05326, 1.26067], [0.78273, 0.13381, 0.01614], [0.10487, -0.73231, -0.95532], [1.26800, 1.41511, -0.20843], [-2.85820, -0.37627, -1.15740], [-1.02432, -0.31209, -2.37099], [-0.36241, -1.04844, 1.49495], [0.29922, 0.37283, 2.16822], [-0.95287, 0.77487, 1.23724], [1.69951, -0.49072, 0.28474], [0.26302, -1.75687, -0.78721], [0.89394, 1.96681, -0.98260]],
  "lowdin_charge": [-0.05, -0.55, -0.43, -0.04, -0.63, 1.06, 0.12, 0.05, 0.10, 0.17, 0.05, 0.15],
  "homo_lumo_gap_ev": [9.17, 7.38],
  "homo_ha": [-0.3725, -0.3330],
  "max_force_ha_per_bohr": 0.065,
  "e_above_lowest_kj_mol": 406.79
}

Record 15
{
  "formula": "C3H6BrIO",
  "method": "ωB97M-V/def2-TZVPD",
  "elements": ["C", "C", "C", "O", "Br", "I", "H", "H", "H", "H", "H", "H"],
  "xyz": [[-1.47734, -0.63467, 0.25396], [-0.89324, 0.62870, 0.83025], [1.56369, 0.39293, -0.50750], [1.37269, 0.17600, -1.80171], [2.06044, -1.17253, 0.54992], [2.84950, 2.07417, -0.18544], [-1.42419, -0.52448, -0.75553], [-0.79785, -1.46292, 0.56523], [-2.36013, -0.99138, 0.65429], [-1.40968, 1.51820, 0.60125], [-0.31687, 0.63247, 1.73314], [0.83296, -0.63649, -1.93786]],
  "lowdin_charge": [-0.17, -0.03, -1.25, -0.18, 0.58, 0.76, 0.03, 0.04, 0.04, 0.03, 0.03, 0.11],
  "homo_lumo_gap_ev": [7.78, 8.07],
  "homo_ha": [-0.3055, -0.2960],
  "max_force_ha_per_bohr": 0.095,
  "e_above_lowest_kj_mol": 344.34
}

Record 16
{
  "formula": "C3H6BrN2",
  "method": "ωB97M-V/def2-TZVPD",
  "elements": ["C", "C", "C", "N", "N", "Br", "H", "H", "H", "H", "H", "H"],
  "xyz": [[1.75472, -1.41333, 0.53717], [-0.55077, -0.32753, 0.54175], [0.14000, 0.57897, -0.58222], [0.64255, -1.16202, 1.11082], [1.00168, -0.13903, -1.49380], [3.26918, -2.00576, 1.30648], [-0.94934, 0.27228, 1.29897], [-1.32619, -1.06485, 0.19919], [-0.64093, 0.92050, -1.28888], [0.61207, 1.51221, -0.19272], [0.23006, -1.73839, 1.94076], [1.75991, 0.31111, -2.01051]],
  "lowdin_charge": [-0.54, -0.04, -0.26, -0.04, 0.14, 0.95, 0.10, 0.15, 0.14, 0.13, 0.21, 0.08],
  "homo_lumo_gap_ev": [8.95, 8.12],
  "homo_ha": [-0.5195, -0.5341],
  "max_force_ha_per_bohr": 0.084,
  "charge": 1,
  "e_above_lowest_kj_mol": 457.66
}

Record 17
{
  "formula": "C3H6BrN2S",
  "method": "ωB97M-V/def2-TZVPD",
  "elements": ["C", "C", "C", "N", "N", "S", "Br", "H", "H", "H", "H", "H", "H"],
  "xyz": [[-1.68786, 0.25115, 0.79615], [-1.51789, -1.16258, 0.14316], [1.06629, -0.32475, 0.17387], [-0.83338, 1.04057, 1.09094], [1.99774, 0.63787, -0.52259], [-0.07999, -1.00273, -0.91048], [1.82454, -1.16856, 1.72049], [-2.77125, 0.43842, 0.86850], [-1.40024, -1.84619, 1.09609], [-2.49823, -1.24698, -0.33105], [1.88284, 1.48803, -0.05879], [1.78913, 0.64547, -1.44541], [3.04795, 0.42590, -0.29741]],
  "lowdin_charge": [-0.36, -0.41, -1.04, 0.18, 0.14, 0.93, 0.76, 0.15, 0.14, 0.09, 0.13, 0.09, 0.21],
  "homo_lumo_gap_ev": [7.22, 7.22],
  "homo_ha": [-0.4652, -0.4653],
  "max_force_ha_per_bohr": 0.124,
  "charge": 1,
  "e_above_lowest_kj_mol": 440.12
}

Record 18
{
  "formula": "C3H6BrN4O2",
  "method": "ωB97M-V/def2-TZVPD",
  "elements": ["C", "C", "C", "N", "N", "N", "N", "O", "O", "Br", "H", "H", "H", "H", "H", "H"],
  "xyz": [[1.03759, 0.72556, 0.33916], [0.54550, -1.00374, 1.76455], [-1.86893, 0.00223, -0.60341], [1.37422, 0.02532, 1.27764], [-0.91185, -0.20644, 0.29844], [1.11415, 2.07253, -0.14603], [-0.66926, -1.08356, 1.04408], [0.74612, 2.78992, 0.74160], [1.45588, 2.25447, -1.29080], [1.09086, -1.64641, -1.97190], [1.00885, -2.01159, 1.79567], [0.38682, -0.75359, 2.81570], [-1.71284, -0.41940, -1.61851], [-2.88772, -0.40230, -0.34838], [-1.82904, 1.03369, -0.63561], [1.11964, -1.37670, -3.46220]],
  "mulliken_spin": [0.44, 0.09, 0.04, 0.19, 0.44, 0.02, 0.52, 0.09, 0.10, 0.02, 0.00, 0.01, 0.00, 0.04, 0.02, 0.00],
  "homo_lumo_gap_ev": [6.29, 5.96],
  "multiplicity": 3,
  "homo_ha": [-0.4576, -0.5466],
  "max_force_ha_per_bohr": 0.092,
  "charge": 1,
  "e_above_lowest_kj_mol": 181.13
}

| no. | DFT total energy (a.u.) |
| --- | --- |
| 1 | -1026.3909 |
| 2 | -816.4530 |
| 3 | -1242.3665 |
| 4 | -707.5866 |
| 5 | -1042.1989 |
| 6 | -458.4145 |
| 7 | -458.4673 |
| 8 | -458.4645 |
| 9 | -856.7242 |
| 10 | -2157.3921 |
| 11 | -708.5823 |
| 12 | -5429.8444 |
| 13 | -3504.4624 |
| 14 | -2866.8501 |
| 15 | -3064.7036 |
| 16 | -2800.9960 |
| 17 | -3199.2093 |
| 18 | -3060.7878 |